Entry 1:
DFT (the ωB97M-V functional and the def2-TZVPD basis) results for an isolated ion of composition C5H11N4 and charge +1 in a non-equilibrium geometry.

Total energy, eV: -11314.205
HOMO-LUMO gap, eV: 9.0
Net charge: +1
SMILES: CC[C@@]1(C)NN=NC=[NH+]1
Energy relative to the best compared isomer or geometry (same formula, charge and spin), eV: 3.642

Geometry (Å):
C 1.232 1.832 0.141
C 1.452 0.284 0.282
C 0.095 -0.446 0.115
C 0.197 -1.914 0.063
N -0.778 0.090 1.172
N -2.016 0.030 0.992
N -2.581 -0.372 -0.090
C -1.932 -0.152 -1.208
N -0.608 0.010 -1.103
H 0.708 2.343 -0.725
H 2.118 2.377 0.282
H 0.568 2.057 1.051
H 1.702 0.234 1.317
H 2.106 -0.185 -0.369
H -0.761 -2.377 0.290
H 0.937 -2.234 0.833
H 0.516 -2.267 -0.873
H -0.326 0.665 1.890
H -2.500 -0.205 -2.177
H -0.128 0.231 -1.883

Entry 2:
DFT (the ωB97M-V functional and the def2-TZVPD basis) results for one molecule with the formula C19H22N2O2.

Total energy, eV: -27137.127
HOMO-LUMO gap, eV: 9.4
SMILES: Cc1cccc(C(=O)NC[C@@H](C)NC(=O)c2cccc(C)c2)c1
Energy relative to the best compared isomer or geometry (same formula, charge and spin), eV: 0.000

Geometry (Å):
C 1.054 -2.642 -5.654
C 1.691 -2.373 -4.324
C 2.765 -3.145 -3.893
C 3.356 -2.911 -2.664
C 2.886 -1.896 -1.851
C 1.832 -1.097 -2.277
C 1.359 -0.018 -1.365
O 1.388 -0.134 -0.150
N 0.917 1.100 -1.982
C 0.457 2.279 -1.277
C -0.960 2.134 -0.684
C -1.917 1.442 -1.655
N -0.894 1.420 0.571
C -1.418 1.926 1.709
O -2.088 2.945 1.724
C -1.153 1.129 2.943
C -0.060 0.280 3.090
C 0.117 -0.401 4.281
C -0.781 -0.248 5.322
C -1.872 0.605 5.196
C -2.852 0.765 6.319
C -2.041 1.288 4.003
C 1.234 -1.348 -3.509
H 1.704 -2.295 -6.457
H 0.098 -2.131 -5.742
H 0.895 -3.709 -5.793
H 3.130 -3.941 -4.524
H 4.181 -3.526 -2.337
H 3.326 -1.706 -0.884
H 0.905 1.123 -2.988
H 0.478 3.115 -1.977
H 1.151 2.486 -0.456
H -1.346 3.132 -0.444
H -2.915 1.425 -1.228
H -1.951 1.978 -2.601
H -1.602 0.416 -1.835
H -0.271 0.624 0.600
H 0.667 0.157 2.301
H 0.967 -1.057 4.400
H -0.631 -0.788 6.247
H -3.584 -0.043 6.293
H -3.386 1.708 6.234
H -2.347 0.728 7.282
H -2.871 1.968 3.871
H 0.380 -0.766 -3.831

Entry 3:
DFT (the ωB97M-V functional and the def2-TZVPD basis) results for C32H28BClCo2O8S as an isolated structure in a non-equilibrium geometry.

Total energy, eV: -149303.579
HOMO-LUMO gap, eV: 6.8
Energy relative to the best compared isomer or geometry (same formula, charge and spin), eV: 0.000

Geometry (Å):
C -2.693 4.304 1.034
C -2.590 3.014 0.304
C -3.566 2.013 0.279
C -3.097 0.796 -0.280
C -1.746 0.821 -0.617
B -0.136 0.059 4.056
C 1.314 0.585 3.809
C 1.549 1.173 2.561
C 2.839 1.561 2.184
C 3.852 1.546 3.154
Cl 5.431 2.074 2.751
C 3.588 1.141 4.470
C 2.318 0.646 4.791
O -1.028 0.886 4.671
C -2.187 0.062 4.959
C -2.147 -0.040 6.488
C -3.406 0.846 4.512
C -1.964 -1.293 4.140
C -1.865 -2.538 5.006
C -3.029 -1.631 3.111
O -0.667 -1.118 3.524
S -1.161 2.465 -0.506
H -3.029 5.132 0.392
H -3.397 4.233 1.876
H -1.703 4.598 1.404
H -4.556 2.107 0.718
H -3.742 -0.069 -0.420
H 0.740 1.276 1.844
H 3.115 1.857 1.166
H 4.381 1.182 5.218
H 2.094 0.265 5.788
H -2.988 -0.621 6.886
H -1.195 -0.489 6.819
H -2.199 0.986 6.890
H -4.324 0.366 4.876
H -3.361 1.872 4.897
H -3.461 0.903 3.419
H -2.764 -2.647 5.629
H -1.824 -3.438 4.373
H -0.965 -2.530 5.639
H -3.980 -1.795 3.648
H -3.180 -0.866 2.336
H -2.758 -2.570 2.615
O 4.413 -4.014 -2.109
C 3.508 -3.445 -1.675
Co 2.165 -2.562 -1.004
C 2.160 -1.685 -2.534
O 2.149 -1.114 -3.532
C 0.925 -3.854 -1.290
O 0.181 -4.694 -1.553
C 1.551 -0.836 -0.240
C 0.242 -0.695 0.026
C -0.945 -0.365 -0.873
C -1.848 -1.633 -0.909
C -2.796 -1.779 -1.926
C -3.751 -2.804 -1.854
C -3.617 -3.817 -0.892
C -2.586 -3.715 0.049
C -1.800 -2.556 0.122
Co 1.106 -2.000 1.062
C 2.935 -3.145 0.587
O 3.739 -3.692 1.244
C 0.641 -3.707 1.358
O 0.508 -4.837 1.581
C 1.693 -2.110 2.720
O 2.088 -2.402 3.773
H 2.336 -0.099 -0.331
H -0.536 -0.161 -1.893
H -2.856 -0.978 -2.666
H -4.607 -2.790 -2.531
H -4.292 -4.680 -0.890
H -2.422 -4.505 0.776
H -1.264 -2.312 1.056

Entry 4:
DFT (the ωB97M-V functional and the def2-TZVPD basis) results for one molecule with the formula C11H17BN2.

Total energy, eV: -15339.421
HOMO-LUMO gap, eV: 9.6
SMILES: CB1[C@@H](c2ccccn2)N1C(C)(C)C
Energy relative to the best compared isomer or geometry (same formula, charge and spin), eV: 0.000

Geometry (Å):
C -1.100 -2.355 -2.063
B -0.842 -1.320 -0.917
C -0.364 -0.872 0.516
C 1.033 -0.832 1.066
C 1.580 -2.054 1.470
C 2.829 -2.085 2.058
C 3.521 -0.894 2.219
C 2.911 0.269 1.776
N 1.708 0.308 1.235
N -0.827 -0.016 -0.572
C -1.231 1.358 -0.671
C -0.017 2.274 -0.489
C -1.849 1.559 -2.057
C -2.274 1.644 0.418
H -1.096 -3.386 -1.720
H -0.322 -2.261 -2.818
H -2.049 -2.174 -2.563
H -1.063 -0.966 1.356
H 1.017 -2.967 1.321
H 3.260 -3.019 2.385
H 4.502 -0.868 2.669
H 3.412 1.227 1.857
H 0.447 2.088 0.476
H 0.722 2.071 -1.260
H -0.319 3.316 -0.555
H -2.199 2.583 -2.168
H -2.690 0.883 -2.196
H -1.113 1.354 -2.830
H -3.127 0.975 0.302
H -1.839 1.487 1.404
H -2.622 2.672 0.351